Record 1
49
Properties=species:S:1:pos:R:3:forces:R:3 method="wB97M-V/def2-TZVPD" lumo_energy_ev=0.1 spin_multiplicity=1 de_lowest_kcal_mol=127.04 smiles="COc1ccc([C@H](c2ccc(Oc3ccccc3)cc2)n2cnc([N+](=O)[O-])c2)cc1"
C 6.163228 2.819560 -0.741271 0.091 0.283 0.155
O 6.014635 1.562352 -1.369849 -0.278 -0.707 -0.311
C 4.885143 0.849213 -1.104412 -0.395 -0.504 0.723
C 4.681240 -0.432091 -1.679158 0.350 0.971 -0.101
C 3.601622 -1.222636 -1.287087 0.208 -0.094 0.411
C 2.612677 -0.712077 -0.411894 -0.127 -0.025 0.252
C 1.452812 -1.532332 0.169792 -0.213 -1.131 0.358
C 0.096142 -1.219438 -0.417606 -0.078 0.176 -0.475
C -0.840207 -2.255493 -0.529739 0.287 0.114 0.873
C -2.182389 -1.983809 -0.359008 -0.511 0.221 -0.473
C -2.618333 -0.653272 -0.323597 -0.094 -0.351 0.706
O -3.898960 -0.434067 0.192595 0.118 0.309 -0.525
C -4.714820 0.427080 -0.557601 0.541 -0.281 -0.540
C -5.603575 -0.181213 -1.442325 0.067 0.289 0.021
C -6.227818 0.598747 -2.408310 -0.204 0.371 0.140
C -5.992560 1.978235 -2.458740 0.247 0.050 -0.038
C -5.169401 2.583694 -1.501139 -0.343 -0.160 0.001
C -4.528857 1.808666 -0.535418 -0.191 -0.331 -0.041
C -1.724261 0.367264 -0.645480 -0.296 -0.484 -0.163
C -0.358171 0.077549 -0.708476 -0.577 -0.133 0.645
C 2.713762 0.634322 -0.101145 0.026 -0.270 1.177
C 3.915288 1.312866 -0.216505 -0.255 0.505 -0.924
H 7.132065 3.196368 -1.061023 -0.042 -0.026 0.005
H 5.386558 3.536473 -1.039289 0.052 -0.220 -0.035
H 6.160696 2.733999 0.351846 0.027 -0.061 -0.134
H 5.407980 -0.729397 -2.438945 -0.282 -0.288 0.348
H 3.579881 -2.246551 -1.670355 -0.222 0.277 0.228
H 1.693914 -2.590830 0.061230 -0.072 0.055 -0.681
H -0.485496 -3.279198 -0.613703 -0.090 0.038 0.371
H -2.902256 -2.791489 -0.245444 0.080 0.216 -0.058
H -5.768629 -1.254871 -1.382527 0.140 0.206 -0.054
H -6.921389 0.136930 -3.110000 0.237 0.108 0.090
H -6.409203 2.581306 -3.273117 -0.003 -0.252 0.460
H -5.039940 3.665639 -1.484864 0.022 -0.274 -0.128
H -3.870870 2.246133 0.210828 -0.138 -0.028 -0.140
H -2.120918 1.361847 -0.803162 0.346 0.015 0.049
H 0.292039 0.919858 -0.886053 0.239 -0.144 0.113
H 1.854902 1.128885 0.343946 0.425 -0.101 0.585
H 4.028574 2.245397 0.310952 -0.093 0.238 -0.226
N 1.209761 -1.645429 1.803707 0.891 0.545 -1.018
C 2.171449 -1.975549 2.749331 -0.044 0.712 0.952
N 1.740636 -1.778406 4.003790 -0.091 -0.795 -1.564
C 0.416830 -1.421311 3.855595 2.301 -0.664 -2.320
N -0.459148 -1.243927 4.917166 -2.678 0.560 2.142
O -1.617959 -0.852604 4.617968 1.769 -0.566 0.314
O -0.113851 -1.483759 6.076103 -0.048 0.282 -1.558
C 0.083034 -1.359089 2.512480 -0.284 0.623 0.722
H 3.173963 -2.367435 2.479741 -0.894 0.621 0.206
H -0.899797 -1.126092 2.150173 0.079 0.101 -0.536



Record 2
60
Properties=species:S:1:pos:R:3:forces:R:3 method="wB97M-V/def2-TZVPD" lumo_energy_ev="-3.7 / -3.7" spin_multiplicity=1 de_lowest_kcal_mol=29.59
Tc 0.388638 -0.827198 -1.135108 -0.591 -0.227 0.690
N 4.035415 -3.459355 -0.873968 0.027 -0.149 0.024
C 2.877573 -2.813626 -0.681173 0.025 -0.102 -0.094
S 1.847404 -2.594347 -2.095256 0.082 0.058 0.249
N 2.524709 -2.410737 0.483321 0.159 -0.061 -0.104
N 1.301565 -1.760462 0.532469 -0.119 0.195 0.146
C 0.849762 -1.760595 1.752016 0.017 -0.015 -0.012
C -0.258516 -1.041170 2.256520 -0.021 -0.064 0.054
C -0.576792 -1.122435 3.621020 -0.074 0.045 0.033
C -1.524837 -0.283538 4.154640 0.058 -0.117 0.126
C -2.166429 0.665956 3.350841 -0.033 0.195 -0.157
C -1.871944 0.770458 2.012050 0.093 -0.018 0.058
C -0.917272 -0.094992 1.460690 -0.153 0.277 0.061
O -0.592272 0.056292 0.192603 -0.007 -0.201 -0.029
H 4.254011 -3.884224 -1.757796 0.037 0.058 -0.003
H 4.624753 -3.645975 -0.079966 0.021 0.023 -0.013
H 1.439601 -2.327301 2.465522 0.034 0.000 -0.030
H -0.040694 -1.823278 4.248815 -0.001 -0.004 -0.006
H -1.745569 -0.320370 5.212185 0.008 0.013 -0.006
H -2.855490 1.377926 3.782543 0.043 0.005 0.052
H -2.305213 1.559100 1.412033 0.030 -0.030 -0.036
S -3.134689 -3.335125 -2.398296 0.042 0.080 -0.007
C -2.049799 -4.387788 -1.582914 0.020 -0.028 0.041
C -0.936187 -3.749355 -1.143387 0.012 -0.024 0.012
C -0.927032 -2.353105 -1.461504 -0.028 0.180 -0.245
C -2.078422 -2.012675 -2.150780 -0.022 -0.121 0.058
C -2.352042 -0.626336 -2.451928 -0.021 0.012 0.000
C -3.548492 -0.117999 -2.931925 0.026 0.043 0.001
C -3.711401 1.256544 -3.000146 -0.015 -0.036 -0.016
C -2.690100 2.083494 -2.567260 0.027 0.031 0.008
C -1.511219 1.510732 -2.123952 -0.014 -0.027 0.037
N -1.336102 0.190580 -2.100259 0.076 0.059 -0.062
H -2.302057 -5.430641 -1.473915 -0.003 0.000 0.000
H -0.149522 -4.259423 -0.604785 0.007 0.005 -0.007
H -4.345880 -0.792612 -3.211256 0.001 -0.004 -0.005
H -4.639919 1.676514 -3.362825 -0.001 -0.003 0.002
H -2.791581 3.158719 -2.565564 0.007 0.000 -0.004
H -0.692166 2.109529 -1.757967 -0.018 -0.012 -0.026
N 2.011916 0.818254 -0.785762 0.029 0.148 -0.414
C 1.656672 1.720748 0.284154 0.125 -0.098 0.244
C 1.922802 1.350148 1.591309 -0.049 -0.006 0.019
C 1.342685 2.060020 2.637346 0.036 -0.076 0.064
C 0.518127 3.135197 2.371912 -0.094 0.101 -0.126
C 0.390464 3.595711 1.064128 -0.027 -0.013 0.029
C 0.962232 2.895337 0.017022 0.038 -0.090 -0.068
S -0.523975 3.847692 3.651066 -0.213 -0.095 -0.020
O -1.843473 3.807271 3.019509 0.063 -0.049 -0.014
O -0.391699 2.912199 4.759595 0.045 -0.003 0.031
O -0.010585 5.178365 3.878018 0.058 0.037 0.032
H 2.902742 0.367129 -0.593779 0.068 -0.004 0.034
H 2.161583 1.360385 -1.644065 -0.025 -0.045 0.007
H 2.531598 0.473998 1.790919 0.002 0.015 -0.004
H 1.467093 1.749720 3.667505 0.008 -0.019 -0.017
H -0.201632 4.482395 0.876032 -0.009 -0.005 0.003
H 0.866843 3.237029 -1.008830 -0.030 0.014 0.039
Se 1.206471 1.959742 -3.899492 0.015 0.163 -0.029
Sb 3.389971 -1.203497 -3.672688 0.001 0.052 -0.132
Se 0.878502 -0.244363 -3.618459 0.426 -0.099 -0.420
Se 4.935519 -0.058734 -2.304842 -0.162 -0.055 -0.123
Se 3.734348 -2.625946 -5.505955 -0.034 0.093 0.074



Record 3
54
Properties=species:S:1:pos:R:3:forces:R:3 method="wB97M-V/def2-TZVPD" lumo_energy_ev=-9.9 spin_multiplicity=1 de_lowest_kcal_mol=0.14 charge=+3
W 0.457271 0.164722 -0.007545 0.007 -0.063 0.188
O -3.713022 0.826340 0.641541 -0.006 -0.013 0.003
C -2.419027 0.802058 0.647950 0.029 0.060 0.022
O -1.729113 0.142011 -0.148980 -0.064 -0.035 -0.012
C -1.717346 1.615324 1.643752 -0.025 -0.049 -0.048
C -2.266186 2.403595 2.640488 0.029 0.022 0.039
C -1.396763 3.075887 3.495441 -0.047 -0.012 -0.022
C -0.024426 2.923043 3.330861 0.040 0.000 0.002
C 0.432111 2.109838 2.307302 0.017 0.018 0.001
N -0.393761 1.480103 1.475375 -0.015 0.017 0.016
C 1.861936 1.789326 1.999739 0.004 -0.042 -0.011
O 2.819196 2.285671 2.475610 -0.001 0.010 0.009
O 1.914486 0.792175 1.045389 -0.006 0.027 -0.013
H -4.099927 0.231331 -0.025719 -0.001 0.006 -0.002
H -3.340686 2.474952 2.746002 0.002 0.013 0.014
H -1.784767 3.701898 4.287961 -0.009 -0.003 -0.003
H 0.691186 3.413461 3.979069 0.001 -0.003 -0.001
C 4.373263 0.064265 -2.208303 0.002 0.012 0.024
C 4.040714 -0.591905 -3.379592 0.000 -0.010 -0.034
C 2.789066 -1.182166 -3.482146 0.007 0.002 0.012
C 1.913394 -1.085437 -2.419182 0.012 0.022 0.035
N 2.222679 -0.401338 -1.284571 -0.005 -0.017 -0.012
C 3.436825 0.156789 -1.193101 0.006 -0.015 -0.020
C 0.658541 -1.837876 -2.309593 0.008 -0.011 -0.032
C 0.234331 -2.852693 -3.151184 -0.013 -0.004 0.013
C -0.791627 -3.683680 -2.727083 0.004 0.003 -0.002
C -1.276171 -3.569716 -1.428548 0.000 0.003 0.000
C -0.815267 -2.533473 -0.640285 -0.014 -0.013 0.005
N 0.027049 -1.609810 -1.144363 0.055 0.048 -0.052
C -0.946004 -2.432322 0.823016 0.004 0.006 -0.013
C -1.646639 -3.326625 1.613629 0.015 0.012 0.007
C -1.519281 -3.249763 2.991626 -0.012 -0.010 -0.005
C -0.690021 -2.281397 3.540788 0.009 0.003 0.006
C -0.052228 -1.394650 2.698203 -0.002 -0.003 0.004
N -0.174751 -1.457290 1.361612 -0.022 0.019 -0.026
H 5.347579 0.511434 -2.071183 -0.002 0.001 0.007
H 4.746816 -0.659388 -4.196211 -0.003 -0.003 -0.001
H 2.509811 -1.727107 -4.372469 0.002 0.001 -0.003
H 3.657772 0.682794 -0.277061 0.010 0.005 -0.004
H 0.726750 -3.028167 -4.096498 -0.002 -0.002 -0.001
H -1.144411 -4.479861 -3.369039 -0.001 -0.001 0.002
H -1.956491 -4.309635 -1.032616 -0.001 0.000 -0.002
H -2.261775 -4.091869 1.162316 0.000 -0.001 0.000
H -2.044469 -3.949447 3.628164 0.000 0.000 -0.001
H -0.533318 -2.213273 4.608055 0.000 0.000 -0.001
H 0.601895 -0.628382 3.092266 0.000 0.003 -0.002
N -0.156121 4.122336 -1.067645 -0.027 -0.004 -0.007
C -0.640410 3.030093 -1.624446 0.024 0.075 0.011
N -1.879075 2.983216 -2.077275 -0.023 -0.033 0.012
S 0.427781 1.643391 -1.860910 0.006 -0.039 -0.107
H -0.666573 4.996938 -1.059038 -0.001 -0.004 0.000
H 0.826146 4.166696 -0.840458 -0.001 -0.008 0.006
H -2.468470 3.805387 -2.122924 0.007 0.003 -0.004
H -2.168498 2.182205 -2.618198 0.001 0.006 0.002



Record 4
51
Properties=species:S:1:pos:R:3:forces:R:3 method="wB97M-V/def2-TZVPD" lumo_energy_ev=-0.1 spin_multiplicity=1 smiles="O=C(COC(=O)[C@@H]1CC(=O)N(Cc2ccco2)C1)c1ccc(OC(=O)c2ccco2)cc1"
O -1.819503 -4.912625 -0.637471 -0.066 -0.008 -0.001
C -1.810055 -3.714427 -0.490733 -0.340 0.264 0.120
C -0.565674 -2.942206 -0.290491 0.574 -0.017 0.054
C 0.503932 -3.583253 0.339546 -0.247 0.110 -0.105
C 1.691015 -2.920260 0.554847 0.250 0.319 -0.055
C 1.836549 -1.604988 0.117668 -0.548 -0.324 -0.208
C 0.787666 -0.960737 -0.526417 0.266 0.234 0.037
C -0.407437 -1.627959 -0.724603 0.005 -0.330 0.142
H -1.198472 -1.117951 -1.253298 -0.149 0.110 -0.031
H 0.907883 0.046360 -0.890296 -0.040 0.025 -0.014
O 3.041871 -1.005707 0.413353 0.056 -0.094 0.283
C 3.597370 -0.049791 -0.360678 -0.084 0.065 -0.336
O 3.151527 0.356069 -1.404192 0.213 -0.104 0.308
C 4.849617 0.420578 0.226070 0.469 0.781 -0.622
C 5.732663 1.361279 -0.253855 -0.756 -0.629 0.164
C 6.774087 1.432752 0.689437 -0.006 -0.333 0.480
C 6.451161 0.535876 1.669083 0.619 0.606 -0.254
O 5.298771 -0.075840 1.400049 -0.382 -0.378 0.162
H 6.954913 0.260917 2.575424 -0.033 -0.111 0.130
H 7.640977 2.059074 0.649709 0.200 0.100 0.054
H 5.628954 1.914137 -1.164230 -0.081 0.085 -0.208
H 2.519733 -3.400040 1.051055 0.092 -0.053 0.061
H 0.377996 -4.606453 0.658962 0.009 -0.088 0.031
C -3.115315 -2.923413 -0.481067 -0.273 -0.249 -0.495
H -3.948184 -3.621087 -0.350085 0.189 0.102 -0.027
H -3.241238 -2.388893 -1.431994 0.032 -0.140 0.144
O -3.135143 -1.988475 0.593558 0.149 -0.375 0.231
C -3.431784 -0.714787 0.314822 -0.041 0.280 0.358
O -3.670255 -0.302978 -0.787502 -0.074 0.133 -0.155
C -3.386655 0.124669 1.577446 -0.103 -0.109 -0.103
C -4.523583 1.149713 1.590612 -0.037 -0.023 -0.127
C -3.907769 2.415190 1.006826 -0.250 -0.182 0.214
O -4.493593 3.402876 0.635655 -0.300 0.298 -0.177
N -2.565304 2.255834 1.015052 0.392 -0.141 -0.136
C -2.112287 0.994277 1.541567 0.225 -0.114 0.203
H -1.333576 0.562716 0.904450 -0.020 0.033 0.066
H -1.701240 1.123722 2.551601 0.013 -0.088 -0.102
C -1.654999 3.213207 0.437594 0.079 0.229 0.001
C -0.989179 2.666088 -0.784503 -0.647 -0.363 -0.258
C -1.489286 1.970817 -1.845605 0.112 0.323 0.556
C -0.384804 1.699110 -2.691580 0.527 0.230 0.131
C 0.700441 2.249388 -2.084140 -0.177 -0.364 -0.740
O 0.346520 2.831328 -0.922158 0.092 0.225 0.354
H 1.738296 2.270550 -2.349510 0.154 0.053 0.068
H -0.400091 1.168074 -3.620836 0.078 -0.108 -0.218
H -2.509689 1.682711 -1.994299 -0.256 -0.041 0.038
H -0.887559 3.500213 1.165534 -0.074 0.041 -0.068
H -2.261732 4.091688 0.190263 0.150 -0.080 0.102
H -4.868891 1.358305 2.603887 0.010 0.026 -0.005
H -5.379039 0.844569 0.990344 -0.004 0.074 0.033
H -3.393877 -0.546459 2.436145 0.033 0.100 -0.080